ORCA calculation (wB97M-V/def2-TZVPD) on a cluster of 14 separate species, C39H106N2O14 in total in a non-equilibrium geometry.

ORCA input file:
```
! RIJCOSX wB97M-V def2-TZVPD def2/J DEFGRID3
* xyz 0 1
C -5.76 -2.96 3.05
O -5.10 -2.52 2.14
N -5.61 -2.64 4.28
N -6.81 -3.70 2.95
H -4.82 -2.07 4.54
H -6.19 -2.98 5.03
H -7.31 -3.72 2.07
H -7.11 -4.08 3.83
C -3.23 -3.81 -5.02
C -2.81 -2.32 -5.43
O -3.65 -1.37 -4.87
H -4.16 -3.90 -5.58
H -3.55 -3.89 -3.99
H -2.57 -4.66 -5.21
H -2.81 -2.26 -6.52
H -1.75 -2.16 -5.25
H -3.49 -1.46 -3.93
C -7.67 0.51 -1.56
C -8.76 0.40 -2.65
C -8.27 0.67 -4.09
O -9.39 -0.86 -2.67
H -7.13 1.45 -1.62
H -6.90 -0.23 -1.79
H -8.00 0.30 -0.54
H -9.50 1.14 -2.32
H -7.56 1.50 -4.14
H -9.01 0.74 -4.89
H -7.58 -0.11 -4.43
H -10.09 -0.90 -3.32
C -1.69 -6.55 4.88
C -1.06 -7.20 6.09
C -1.60 -8.64 6.31
O 0.33 -7.25 5.95
H -2.77 -6.70 4.96
H -1.40 -7.12 3.99
H -1.39 -5.52 4.73
H -1.45 -6.70 6.98
H -1.37 -9.33 5.49
H -2.69 -8.64 6.28
H -1.17 -9.05 7.22
H 0.68 -6.65 6.61
C -1.27 4.01 -8.98
C -0.96 2.94 -7.93
C 0.34 3.01 -7.15
O -2.05 3.02 -7.01
H -0.37 4.25 -9.54
H -1.57 4.97 -8.55
H -2.11 3.79 -9.64
H -0.95 1.92 -8.31
H 1.22 2.89 -7.79
H 0.34 2.38 -6.27
H 0.49 4.02 -6.75
H -2.25 2.12 -6.72
C 0.35 0.04 -1.00
C -0.78 -0.72 -0.27
C -0.64 -0.91 1.19
O -2.03 -0.17 -0.59
H 1.26 -0.54 -0.86
H 0.58 1.02 -0.59
H 0.12 0.17 -2.06
H -0.76 -1.72 -0.70
H -1.23 -1.74 1.59
H -0.77 0.00 1.78
H 0.37 -1.32 1.26
H -2.76 -0.54 -0.08
C 4.02 6.14 2.71
C 3.67 5.25 3.87
C 2.53 4.29 3.54
O 4.79 4.37 4.37
H 4.76 6.86 3.09
H 3.17 6.72 2.35
H 4.30 5.54 1.84
H 3.41 5.93 4.68
H 1.54 4.74 3.51
H 2.53 3.40 4.16
H 2.68 3.90 2.53
H 5.10 3.76 3.70
C 5.42 -5.94 2.02
C 4.50 -5.80 0.82
C 5.13 -5.81 -0.56
O 3.69 -7.02 0.82
H 6.23 -5.21 2.11
H 5.93 -6.91 1.98
H 4.82 -5.99 2.93
H 3.74 -5.04 0.97
H 5.75 -6.71 -0.58
H 5.61 -4.85 -0.73
H 4.32 -5.86 -1.29
H 3.63 -7.26 1.75
C 3.24 -2.36 -6.64
C 3.46 -3.36 -7.73
C 2.18 -3.98 -8.29
O 4.16 -2.79 -8.88
H 4.23 -2.09 -6.27
H 2.61 -2.69 -5.81
H 3.00 -1.44 -7.18
H 4.00 -4.17 -7.24
H 1.75 -4.71 -7.60
H 2.56 -4.50 -9.17
H 1.38 -3.24 -8.35
H 3.61 -2.16 -9.35
C 5.75 3.56 -3.58
C 7.21 3.07 -3.77
C 8.17 4.20 -4.14
O 7.72 2.46 -2.60
H 5.00 2.77 -3.63
H 5.62 4.29 -4.38
H 5.63 4.10 -2.65
H 7.07 2.27 -4.49
H 9.16 3.79 -4.31
H 8.23 4.94 -3.33
H 7.80 4.70 -5.03
H 8.66 2.28 -2.68
C -4.90 2.53 4.74
C -5.93 2.71 3.65
C -7.29 2.22 4.11
O -6.05 4.06 3.28
H -3.91 2.65 4.30
H -4.92 1.52 5.15
H -4.86 3.27 5.54
H -5.52 2.12 2.83
H -7.73 2.75 4.95
H -7.40 1.20 4.49
H -7.89 2.24 3.20
H -6.98 4.28 3.18
C 7.39 -0.05 3.97
C 6.84 0.04 2.50
C 5.37 -0.39 2.43
O 6.96 1.38 2.14
H 6.70 0.52 4.60
H 8.45 0.20 3.94
H 7.37 -1.07 4.37
H 7.46 -0.59 1.86
H 4.94 -0.51 1.44
H 4.76 0.28 3.03
H 5.30 -1.34 2.96
H 7.00 1.44 1.18
C -0.80 6.59 -2.03
C -2.00 5.88 -2.59
C -3.28 6.25 -1.82
O -2.14 6.23 -3.95
H -0.03 6.70 -2.80
H -0.31 6.06 -1.22
H -0.97 7.62 -1.69
H -1.81 4.81 -2.59
H -3.20 5.97 -0.77
H -4.22 5.85 -2.21
H -3.30 7.34 -1.84
H -2.01 5.42 -4.45
C 0.47 1.49 9.28
C 0.05 0.02 9.34
C 0.03 -0.66 7.95
O 0.95 -0.70 10.12
H -0.20 2.02 8.61
H 1.38 1.69 8.72
H 0.56 2.01 10.23
H -0.94 -0.05 9.80
H -0.74 -0.13 7.39
H -0.35 -1.68 8.09
H 1.01 -0.71 7.48
H 0.78 -0.56 11.06
*
```

Calculated values
* orbital gap: 0.365 hartree
* HOMO level: -0.364 hartree

ORCA calculation (wB97M-V/def2-TZVPD) on the ion C3H5N4O2S with charge -1 in a non-equilibrium geometry.

ORCA input file:
```
! RIJCOSX wB97M-V def2-TZVPD def2/J DEFGRID3
* xyz -1 1
C -1.55 -0.70 1.07
C -0.59 1.71 0.65
C -1.60 0.62 0.30
N 0.68 1.59 0.35
N 0.97 0.45 -0.29
N 3.31 0.55 -0.25
N 2.14 0.08 -0.58
O -0.98 -0.64 2.28
O -1.95 -1.70 0.51
S -1.29 3.07 1.32
H -1.43 0.34 -0.82
H -2.65 0.99 0.62
H 4.00 -0.23 -0.52
H 2.23 -0.77 -1.09
H -0.90 -1.44 2.86
*
```

Calculated values
* orbital gap (spin up / spin down): 0.233 / 0.233 hartree
* HOMO level (spin up / spin down): -0.115 / -0.115 hartree
* ΔE to the lowest compared entry with this formula, charge and spin: 51.1 kcal per mole
* SMILES string: [NH-]N/N=N/C(=S)CC(=O)O

ORCA calculation (wB97M-V/def2-TZVPD) on a cluster of 2 separate species, C5H13NO in total in a non-equilibrium geometry.

ORCA input file:
```
! RIJCOSX wB97M-V def2-TZVPD def2/J DEFGRID3
* xyz 0 1
C 0.13 1.29 1.29
N 0.37 0.34 0.21
C -0.69 -0.63 0.10
C 1.34 -3.33 -1.88
C 0.88 -2.05 -1.23
C -0.24 -1.92 -0.56
H -0.82 1.85 1.25
H 1.02 1.90 1.31
H 0.12 0.75 2.24
H 0.38 0.92 -0.62
H -1.04 -0.89 1.10
H -1.55 -0.23 -0.45
H 2.25 -3.64 -1.39
H 1.54 -3.15 -2.93
H 0.58 -4.13 -1.95
H 1.56 -1.24 -1.45
H -0.80 -2.83 -0.38
H -1.25 5.82 2.44
H -1.81 5.25 1.11
O -1.95 5.94 1.79
*
```

Calculated values
* orbital gap: 0.359 hartree
* HOMO level: -0.336 hartree
* ΔE to the lowest compared entry with this formula, charge and spin: 42.3 kcal per mole
* SMILES string: C/C=C/CNC.O

ORCA calculation (wB97M-V/def2-TZVPD) on a structure of composition C39H51BGaN8O2S5Te in a non-equilibrium geometry.

ORCA input file:
```
! RIJCOSX wB97M-V def2-TZVPD def2/J DEFGRID3
* xyz 1 1
Ga -0.12 1.26 0.37
C 4.66 2.30 -1.57
C 3.59 1.84 -2.57
C 2.46 2.86 -2.71
C 4.26 1.61 -3.92
N 3.00 0.58 -2.09
C 2.81 -0.54 -2.87
C 2.31 -1.51 -2.08
N 2.17 -1.00 -0.81
B 1.86 -1.95 0.34
N 2.10 -1.34 1.72
C 3.31 -1.30 2.35
C 3.16 -0.63 3.51
N 1.85 -0.25 3.61
C 1.23 -0.68 2.50
S -0.43 -0.47 2.09
C 1.25 0.54 4.71
C 0.07 -0.24 5.29
C 2.29 0.75 5.81
C 0.83 1.90 4.15
N 0.14 -3.87 -1.37
C -0.93 -4.05 -2.20
C -1.84 -3.14 -2.58
N -1.87 -1.75 -2.36
C -0.83 -1.23 -1.73
S -0.53 0.50 -1.81
C -3.22 -1.12 -2.65
C -3.19 0.39 -2.93
C -4.01 -1.36 -1.36
C -3.92 -1.78 -3.85
C 2.56 0.28 -0.85
S 2.36 1.37 0.48
H 5.19 3.16 -1.97
H 5.38 1.51 -1.39
H 4.22 2.59 -0.62
H 2.89 3.84 -2.92
H 1.88 2.92 -1.80
H 1.80 2.58 -3.53
H 4.77 2.52 -4.22
H 3.53 1.37 -4.69
H 5.00 0.81 -3.86
H 3.03 -0.56 -3.91
H 2.01 -2.51 -2.31
H 2.59 -2.88 0.23
H 4.18 -1.76 1.92
H 3.88 -0.41 4.26
H 0.39 -1.24 5.58
H -0.75 -0.32 4.59
H -0.29 0.27 6.18
H 2.65 -0.20 6.20
H 1.81 1.28 6.63
H 3.13 1.35 5.46
H -0.01 1.82 3.46
H 1.67 2.36 3.63
H 0.54 2.55 4.97
H -1.04 -5.05 -2.61
H -2.61 -3.51 -3.22
H -2.94 0.97 -2.05
H -4.19 0.69 -3.24
H -2.50 0.64 -3.73
H -3.56 -0.80 -0.54
H -4.03 -2.41 -1.10
H -5.03 -1.01 -1.48
H -3.24 -1.86 -4.70
H -4.76 -1.17 -4.15
H -4.32 -2.76 -3.61
O -3.42 5.52 -0.35
C -4.21 4.48 -0.07
C -5.59 4.67 -0.19
C -6.47 3.65 0.08
C -6.01 2.41 0.48
C -4.65 2.19 0.59
C -3.73 3.21 0.32
C -2.31 2.91 0.45
O -1.94 1.72 0.81
N -1.44 3.85 0.20
N -0.12 3.47 0.30
C 0.67 4.50 0.29
S 2.39 4.46 0.42
C 2.61 6.16 -0.22
C 1.50 7.01 0.35
S -0.06 6.08 0.13
H -2.48 5.26 -0.24
H -5.93 5.65 -0.49
H -7.53 3.83 -0.02
H -6.70 1.61 0.70
H -4.27 1.23 0.91
H 2.56 6.11 -1.30
H 3.60 6.51 0.09
H 1.39 7.95 -0.18
H 1.63 7.20 1.42
C 0.24 -4.31 1.63
Te -0.26 -2.63 0.21
C 0.98 -5.02 -1.13
C 0.37 -6.04 -0.20
C 0.21 -7.34 -0.63
C -0.34 -8.30 0.20
C -0.76 -7.94 1.47
C -0.62 -6.64 1.90
C -0.02 -5.67 1.09
H -0.34 -4.15 2.55
H 1.30 -4.21 1.88
H 1.92 -4.65 -0.69
H 1.21 -5.49 -2.09
H 0.54 -7.62 -1.62
H -0.44 -9.32 -0.14
H -1.18 -8.68 2.14
H -0.94 -6.37 2.89
*
```

Calculated values
* orbital gap: 0.266 hartree
* HOMO level: -0.343 hartree

ORCA calculation (wB97M-V/def2-TZVPD) on the molecule C22H23N3O2S.

ORCA input file:
```
! RIJCOSX wB97M-V def2-TZVPD def2/J DEFGRID3
* xyz 0 1
O 3.66 0.89 0.56
C 3.22 1.00 -0.57
N 2.26 1.87 -0.94
H 1.95 1.87 -1.89
C 1.44 2.57 0.02
H 1.90 2.38 1.00
C -0.03 2.10 0.00
H -0.27 1.59 0.93
C -0.88 3.37 -0.17
C 0.04 4.51 0.28
H 0.07 4.55 1.37
H -0.28 5.48 -0.09
C 1.40 4.08 -0.26
H 2.23 4.61 0.21
H 1.44 4.25 -1.34
H -1.14 3.51 -1.22
H -1.80 3.33 0.41
H -0.20 1.40 -0.81
C 3.86 0.22 -1.72
H 4.40 -0.63 -1.31
H 4.56 0.87 -2.26
S 2.69 -0.38 -2.96
C 1.49 -1.08 -1.90
N 1.71 -0.95 -0.62
C 0.78 -1.39 0.24
N -0.34 -1.97 -0.09
C -0.59 -2.15 -1.41
C -1.79 -2.78 -1.81
C -2.05 -2.95 -3.14
C -1.15 -2.51 -4.12
C 0.02 -1.89 -3.76
C 0.32 -1.70 -2.41
H 0.72 -1.55 -4.50
H -1.39 -2.66 -5.16
H -2.97 -3.44 -3.44
H -2.47 -3.10 -1.04
C 1.08 -1.11 1.69
O 0.03 -0.43 2.34
C -1.09 -1.10 2.73
C -2.09 -0.30 3.29
C -3.26 -0.86 3.75
C -3.46 -2.23 3.66
C -2.48 -3.02 3.10
C -1.30 -2.47 2.64
H -0.56 -3.11 2.19
H -2.62 -4.09 3.02
H -4.38 -2.67 4.01
H -4.02 -0.23 4.18
H -1.91 0.77 3.36
H 1.95 -0.45 1.73
H 1.32 -2.05 2.21
*
```

Calculated values
* orbital gap: 0.293 hartree
* HOMO level: -0.303 hartree
* ΔE to the lowest compared entry with this formula, charge and spin: 25.1 kcal per mole
* SMILES string: O=C(CSc1nc(COc2ccccc2)nc2ccccc12)NC1CCCC1

ORCA calculation (wB97M-V/def2-TZVPD) on a structure of composition C4H10N2O in a non-equilibrium geometry.

ORCA input file:
```
! RIJCOSX wB97M-V def2-TZVPD def2/J DEFGRID3
* xyz 0 1
C 0.43 1.35 -0.89
N 2.85 -0.65 -0.97
C 3.01 -0.72 0.33
O 2.25 -0.15 1.13
C -0.76 1.23 -0.24
C -1.02 0.36 0.84
N -3.09 -0.84 0.23
H 0.51 1.85 -1.85
H 1.34 0.98 -0.39
H 3.16 -1.46 -1.50
H 3.69 -1.52 0.71
H -1.59 1.79 -0.67
H -2.06 -0.33 0.49
H -1.37 0.85 1.75
H -0.32 -0.47 0.93
H -3.81 -1.21 0.83
H -3.20 -1.04 -0.75
*
```

Calculated values
* orbital gap: 0.150 hartree
* HOMO level: -0.282 hartree
* ΔE to the lowest compared entry with this formula, charge and spin: 198.4 kcal per mole

ORCA calculation (wB97M-V/def2-TZVPD) on a cluster of 2 separate species, C3H8F2P in total in a non-equilibrium geometry.

ORCA input file:
```
! RIJCOSX wB97M-V def2-TZVPD def2/J DEFGRID3
* xyz 1 1
C 1.82 1.17 -0.82
C -2.80 -2.08 0.06
C 0.83 1.47 0.29
F -1.83 1.55 0.77
F -1.10 1.21 -1.37
P -0.86 0.52 0.05
H 1.29 1.13 -1.83
H 2.70 1.71 -0.83
H 2.20 0.16 -0.68
H -2.20 -2.96 -0.11
H -3.53 -1.79 -0.66
H -2.82 -1.70 1.18
H 0.40 2.43 0.32
H 1.38 1.17 1.16
*
```

Calculated values
* orbital gap (spin up / spin down): 0.216 / 0.285 hartree
* HOMO level (spin up / spin down): -0.530 / -0.549 hartree
* ΔE to the lowest compared entry with this formula, charge and spin: 71.6 kcal per mole

Ordered calculated total energy results: -73802.32751 -24080.62275 -8932.17585 -171806.53948 -42588.82333 -9330.38604 -17954.92937; unit eV.